Record 1
The following is a DFT calculation (ωB97M-V/def2-TZVPD) of a cluster of 2 separate species, C3H9BrSi in total at a distorted geometry.

Net charge: 0
Calculated total energy (eV): -81171.504
Multiplicity: 3
Energy above the lowest of the compared OMol25 structures with the same formula, charge and spin (eV): 0.071
Max |F| (Eh/bohr): 0.0779
Orbital gap (spin up / spin down) (eV): 6.77 / 9.05

Each line ends with the Löwdin charge.
Positions of all 14 atoms, in Å:
C (0.21173, -1.65941, 0.12524)  -0.2104
C (1.28569, -0.54216, 0.14301)  -0.5105
C (-2.37635, 1.21595, 0.62462)  -0.6249
Si (0.58614, 1.10497, -0.36320)  0.6615
Br (-3.33158, -0.15601, -0.11811)  0.6391
H (-0.71112, -1.21740, 0.59436)  0.0180
H (0.14631, -2.05668, -0.90354)  0.0666
H (0.71368, -2.54231, 0.66400)  0.0858
H (1.94337, -0.71055, -0.77645)  0.0530
H (2.08800, -0.67954, 0.95406)  0.0803
H (-2.56771, 1.16041, 1.76370)  0.0250
H (-2.68240, 2.13982, 0.23709)  -0.0451
H (-0.01106, 0.88933, -1.62366)  -0.1084
H (0.77566, 2.44254, 0.18695)  -0.1300

Record 2
The following is a DFT calculation (ωB97M-V/def2-TZVPD) of a structure of composition C46H52N8RuS5 at a distorted geometry.

Net charge: +3
Calculated total energy (eV): -117195.914
Multiplicity: 2
Energy above the lowest of the compared OMol25 structures with the same formula, charge and spin (eV): 3.208
Max |F| (Eh/bohr): 0.0421
Orbital gap (spin up / spin down) (eV): 6.83 / 7.25

Each line ends with the Löwdin charge.
Positions of all 112 atoms, in Å:
Ru (0.83957, -0.31291, 2.13830)  0.9929
C (2.05187, 0.66729, 5.15140)  -0.1638
C (0.58267, 1.07839, 5.31670)  -0.1651
N (-0.10053, 1.02879, 4.02340)  -0.1306
C (-1.50823, 0.64319, 4.06400)  -0.2568
C (-1.72823, -0.80371, 4.51630)  -0.3982
S (-0.52803, -2.01951, 3.85520)  0.9225
C (0.65367, -2.22321, 5.25280)  -0.3917
C (2.08047, -1.81641, 4.91360)  -0.2491
N (2.20477, -0.50161, 4.27630)  -0.1524
H (2.59617, 1.49439, 4.68620)  0.1212
H (2.48727, 0.48009, 6.14080)  0.1382
H (0.08187, 0.40579, 6.00840)  0.1057
H (0.55257, 2.07859, 5.76150)  0.1411
H (-0.02003, 1.92929, 3.55150)  0.1051
H (-2.09473, 1.28749, 4.73670)  0.1412
H (-1.89303, 0.76659, 3.04570)  0.0863
H (-1.71383, -0.90571, 5.59900)  0.0830
H (-2.70203, -1.14561, 4.16340)  0.0854
H (0.26037, -1.67791, 6.10510)  0.0755
H (0.64827, -3.28631, 5.49150)  0.0915
H (2.66757, -1.86091, 5.84310)  0.1398
H (2.50027, -2.54711, 4.21500)  0.1277
H (3.14617, -0.47131, 3.88330)  0.0493
N (-0.00243, 1.43309, 1.06430)  -0.3910
S (-0.59043, 1.78839, -0.25990)  0.8068
N (0.14007, 1.13759, -1.57410)  -0.3554
S (-0.31643, -0.12651, -2.36960)  0.9387
N (-1.17163, -1.18121, -1.59800)  -0.3680
S (-0.70243, -2.22921, -0.42970)  0.8075
N (0.02447, -1.66481, 0.74200)  -0.4248
C (-2.27963, -2.98121, 0.00630)  -0.3059
C (-3.42323, -2.76801, -0.73990)  -0.0858
C (-4.60473, -3.37621, -0.34410)  -0.0467
C (-4.62873, -4.17951, 0.78630)  -0.0342
C (-3.47283, -4.38171, 1.52690)  -0.0393
C (-2.28733, -3.78071, 1.13730)  -0.0750
C (0.26477, -3.48561, -1.28160)  -0.3148
C (-0.30273, -4.15531, -2.34920)  -0.0640
C (0.45187, -5.11001, -3.01300)  -0.0418
C (1.74847, -5.38051, -2.59730)  -0.0396
C (2.29597, -4.70701, -1.51620)  -0.0446
C (1.55057, -3.74851, -0.84960)  -0.0671
C (-1.35093, 0.26919, -3.78160)  -0.3176
C (-1.07893, 1.38439, -4.55970)  -0.0513
C (-1.81053, 1.58839, -5.71980)  -0.0303
C (-2.79273, 0.68099, -6.09310)  -0.0246
C (-3.05973, -0.42961, -5.30520)  -0.0299
C (-2.33663, -0.63561, -4.14340)  -0.0694
C (1.19107, -0.83061, -3.02330)  -0.2987
C (1.12307, -1.57251, -4.19240)  -0.0463
C (2.27557, -2.16991, -4.67530)  -0.0322
C (3.47037, -2.02881, -3.98490)  -0.0314
C (3.52007, -1.29231, -2.80990)  -0.0427
C (2.37467, -0.68451, -2.32190)  -0.0754
C (-0.39363, 3.56039, -0.54760)  -0.3268
C (-0.72173, 4.40429, 0.50230)  -0.0732
C (-0.60163, 5.77379, 0.33070)  -0.0426
C (-0.15283, 6.28249, -0.88090)  -0.0342
C (0.17717, 5.42779, -1.92240)  -0.0375
C (0.06407, 4.05619, -1.75440)  -0.0724
C (-2.34253, 1.42709, -0.48220)  -0.3216
C (-3.02693, 2.08169, -1.49090)  -0.0596
C (-4.35843, 1.76409, -1.70740)  -0.0321
C (-4.98203, 0.82159, -0.90440)  -0.0329
C (-4.28513, 0.18699, 0.11380)  -0.0560
C (-2.94703, 0.48089, 0.32170)  -0.0909
H (-3.38713, -2.12281, -1.60160)  0.0887
H (-5.50433, -3.22201, -0.91950)  0.1214
H (-5.55193, -4.64531, 1.09370)  0.1223
H (-3.49223, -5.00861, 2.40410)  0.1201
H (-1.37423, -3.91831, 1.69600)  0.0868
H (-1.31763, -3.93911, -2.64580)  0.1149
H (0.02667, -5.64991, -3.84620)  0.1216
H (2.33127, -6.12601, -3.11690)  0.1218
H (3.29727, -4.93251, -1.18420)  0.1193
H (1.93797, -3.20511, 0.00000)  0.0935
H (-0.30103, 2.07479, -4.27190)  0.1069
H (-1.60593, 2.44739, -6.34140)  0.1238
H (-3.35343, 0.83909, -7.00060)  0.1245
H (-3.81553, -1.14291, -5.59780)  0.1233
H (-2.51443, -1.48961, -3.51150)  0.0889
H (0.18537, -1.67601, -4.71560)  0.1192
H (2.23737, -2.74551, -5.58810)  0.1255
H (4.36207, -2.50451, -4.36330)  0.1234
H (4.45037, -1.19061, -2.27400)  0.1163
H (2.38417, -0.11401, -1.40530)  0.0616
H (-1.06463, 3.98249, 1.43440)  0.1090
H (-0.86233, 6.43889, 1.13950)  0.1208
H (-0.05303, 7.35019, -1.00320)  0.1231
H (0.52117, 5.83069, -2.86300)  0.1214
H (0.33727, 3.36619, -2.53540)  0.0868
H (-2.53143, 2.83839, -2.08110)  0.1172
H (-4.91013, 2.25829, -2.49350)  0.1236
H (-6.02203, 0.58469, -1.06430)  0.1216
H (-4.78083, -0.53111, 0.74750)  0.1163
H (-2.36363, -0.02281, 1.08370)  0.0813
S (3.31117, -0.32741, 1.32990)  0.6964
C (3.70247, 1.34669, 1.35210)  -0.7685
N (4.90917, 1.71419, 1.75450)  0.0366
C (5.37837, 3.08999, 1.75320)  -0.1411
C (4.19287, 4.04739, 1.78550)  -0.1368
C (3.17047, 3.63379, 0.73080)  -0.1443
N (2.82067, 2.23749, 0.91760)  0.0240
H (5.56317, 0.99029, 2.01860)  0.1440
H (5.99107, 3.26529, 0.86450)  0.1365
H (6.01167, 3.23379, 2.62970)  0.1360
H (4.54097, 5.05979, 1.59010)  0.1311
H (3.72197, 4.02549, 2.76850)  0.1212
H (3.58797, 3.76879, -0.27190)  0.1374
H (2.26167, 4.23139, 0.80290)  0.1177
H (1.85777, 1.92119, 0.75100)  0.0404

Record 3
The following is a DFT calculation (ωB97M-V/def2-TZVPD) of a structure of composition C19H28I2N3OYb at a distorted geometry.

Net charge: -2
Calculated total energy (eV): -74400.608
Multiplicity: 2
Energy above the lowest of the compared OMol25 structures with the same formula, charge and spin (eV): 2.618
Max |F| (Eh/bohr): 0.1320
Orbital gap (spin up / spin down) (eV): 2.78 / 2.75

Each line ends with the Löwdin charge.
Positions of all 54 atoms, in Å:
C (1.92137, 2.86159, -2.77403)  -0.2452
I (3.44262, 0.42078, -3.16167)  0.5881
H (1.01764, 3.48718, -2.66815)  0.0614
H (2.26302, 2.89509, -3.82295)  0.0099
H (2.70361, 3.34747, -2.17514)  0.0417
C (0.08885, -1.48543, -4.94716)  -0.0997
C (-1.49227, -0.60477, -3.63875)  -0.7978
N (-0.67259, -1.68712, -3.80697)  -0.1687
H (0.04363, 0.15728, -6.38519)  0.0953
I (-3.32535, -0.45948, -2.48722)  0.2500
N (-1.27396, 0.22500, -4.68195)  -0.1675
H (0.80662, -2.19930, -5.28184)  0.0922
Yb (-0.83248, -0.48892, -0.77878)  0.8938
C (1.71935, 1.39513, -2.40937)  -1.0062
O (0.72453, 0.90122, -1.85104)  -0.3149
C (-0.28301, -0.31762, -5.48525)  -0.0886
C (-1.93900, 1.49652, -4.94642)  -0.0682
H (-2.16813, 1.56334, -6.01839)  0.0780
H (-1.28866, 2.34291, -4.66164)  0.0885
H (-2.87078, 1.53257, -4.37051)  0.0112
C (-0.60045, -2.85755, -2.92746)  -0.0707
H (-0.44640, -3.75047, -3.55154)  0.0852
H (-1.53990, -2.99605, -2.35692)  0.0588
H (0.26042, -2.78049, -2.22969)  0.0802
C (-1.14425, -3.56905, 2.97852)  -0.0909
C (0.02642, -2.77099, 2.39302)  -0.3845
C (-0.09173, -2.72043, 0.86249)  -0.1633
C (0.25267, -1.44501, 3.09287)  -0.1803
C (0.57099, -1.48294, 4.43930)  -0.1289
C (0.81285, -0.31766, 5.17946)  -0.1788
C (0.77457, 0.94025, 4.54142)  -0.1113
C (0.44073, 1.04663, 3.20424)  -0.1878
C (0.35008, 2.39987, 2.51201)  -0.4066
C (-0.91636, 3.16787, 2.91532)  -0.0896
C (1.60446, 3.22945, 2.79997)  -0.1006
C (0.12979, -0.15248, 2.44049)  -0.3841
N (-0.25225, 0.01792, 1.20113)  -0.1999
H (-2.08748, -3.03090, 2.82405)  0.0842
H (-1.03821, -3.74397, 4.05345)  0.0579
H (-1.19891, -4.54738, 2.48673)  0.0609
H (0.92346, -3.36906, 2.61458)  0.1216
H (-1.09398, -2.34083, 0.57046)  0.0352
H (0.72148, -2.12614, 0.40644)  0.0659
H (-0.02275, -3.74269, 0.47232)  0.0643
H (0.61321, -2.44341, 4.96852)  0.0869
H (1.02635, -0.36718, 6.25760)  0.0547
H (0.99244, 1.83377, 5.14865)  0.0867
H (0.28205, 2.18060, 1.43647)  0.0993
H (-0.94118, 3.38986, 3.99491)  0.0654
H (-0.98900, 4.10640, 2.35045)  0.0581
H (-1.80306, 2.57094, 2.67209)  0.0711
H (2.49171, 2.66828, 2.48828)  0.0756
H (1.59470, 4.17091, 2.24087)  0.0585
H (1.71253, 3.44847, 3.87194)  0.0535

Record 4
The following is a DFT calculation (ωB97M-V/def2-TZVPD) of the molecule C7H9FO at a distorted geometry.

Net charge: 0
Calculated total energy (eV): -12167.896
Energy above the lowest of the compared OMol25 structures with the same formula, charge and spin (eV): 1.548
SMILES: COC1(F)C=CCC=C1
Max |F| (Eh/bohr): 0.0594
Orbital gap (eV): 10.60

Each line ends with the Löwdin charge.
Positions of all 18 atoms, in Å:
C (2.66251, -0.81193, 0.35945)  -0.1064
O (1.68173, 0.04047, 0.90968)  -0.1077
C (0.51663, 0.29675, 0.12262)  -0.4371
F (0.96788, 1.10703, -1.05611)  -0.0375
C (-0.14280, -0.91420, -0.52165)  0.0318
C (-1.43865, -0.80904, -0.82052)  -0.0847
C (-2.22718, 0.34755, -0.45436)  -0.1892
C (-1.67972, 1.15187, 0.68378)  -0.0344
C (-0.36078, 1.11501, 0.93683)  -0.0029
H (2.93182, -0.57077, -0.66637)  0.0900
H (2.39945, -1.83357, 0.42252)  0.0570
H (3.61836, -0.64479, 1.02210)  0.1311
H (0.62725, -1.68515, -0.64324)  0.1081
H (-2.01813, -1.47891, -1.40949)  0.1037
H (-2.11489, 1.04425, -1.29104)  0.1426
H (-3.27130, 0.13881, -0.55738)  0.1103
H (-2.26940, 1.85293, 1.18459)  0.0886
H (0.11723, 1.65369, 1.77859)  0.1366

Record 5
The following is a DFT calculation (ωB97M-V/def2-TZVPD) of a cluster of 2 separate species, C4H11NP in total at a distorted geometry.

Net charge: +1
Calculated total energy (eV): -15093.723
Energy above the lowest of the compared OMol25 structures with the same formula, charge and spin (eV): 4.616
Max |F| (Eh/bohr): 0.0625
Orbital gap (eV): 10.36

Each line ends with the Löwdin charge.
Positions of all 17 atoms, in Å:
C (-0.64166, 0.82294, 1.63284)  0.1832
C (-0.77069, 1.01653, 0.38343)  -0.1347
C (-1.16588, 1.45863, -0.99407)  0.0102
C (1.78007, 0.68030, 0.48727)  -0.0049
N (0.45505, 0.23623, 0.76078)  -0.1074
P (-0.65731, -2.49921, -1.17741)  0.7266
H (-0.88892, 0.89558, 2.66398)  0.1305
H (0.26532, -1.84742, -0.30005)  -0.2023
H (-1.92618, 0.86898, -1.57344)  0.1104
H (-0.27390, 1.39546, -1.60992)  0.0921
H (-1.69255, 2.40795, -0.78270)  0.1085
H (2.07319, -0.12434, -0.25956)  0.1390
H (1.92047, 1.73155, 0.43043)  0.1087
H (2.19890, 0.46077, 1.44261)  0.0982
H (0.45721, -0.78932, 0.59679)  0.0671
H (-0.05185, -3.55425, -1.71613)  -0.1952
H (-1.08127, -3.16039, 0.01515)  -0.1298

Record 6
The following is a DFT calculation (ωB97M-V/def2-TZVPD) of a cluster of 3 separate species, C39H40BNO12P2 in total at a distorted geometry.

Net charge: 0
Calculated total energy (eV): -86403.173
SMILES: CCO[C@@]1(B(O)OC)[C@@H](COO)C(=O)N[C@@]1(P(O)O)P(C)CC.O=C1c2ccccc2C(=O)c2ccccc21.O=C1c2ccccc2C(=O)c2ccccc21
Max |F| (Eh/bohr): 0.0754
Orbital gap (eV): 7.58

Each line ends with the Löwdin charge.
Positions of all 95 atoms, in Å:
C (-0.03618, -3.21026, 8.30311)  -0.0547
C (-0.30118, -3.74478, 6.79050)  -0.2267
O (-0.62973, -2.58259, 6.01338)  -0.1104
C (-0.73708, -2.83565, 4.59875)  -0.2786
B (-0.50744, -1.32538, 4.00359)  -0.5085
O (-0.95142, -0.85414, 2.73553)  0.1091
O (0.26342, -0.42053, 4.85103)  -0.0547
C (-0.59902, 0.54670, 5.49439)  -0.0784
C (0.48551, -3.62480, 3.85795)  -0.1025
C (1.98095, -3.31756, 4.32433)  -0.1061
O (2.88496, -3.26150, 3.18937)  -0.1375
O (2.83034, -2.05598, 2.53372)  -0.0726
C (0.00418, -5.16212, 3.78926)  -0.3227
O (0.71585, -6.10908, 3.43928)  0.0967
N (-1.43458, -5.15714, 4.18739)  0.0153
C (-1.92159, -3.73638, 4.02273)  -0.6087
P (-2.22442, -3.73474, 2.10982)  0.9426
O (-2.78631, -5.27771, 1.64008)  -0.2972
O (-3.54251, -2.67070, 1.75755)  -0.3427
P (-3.70295, -3.50471, 4.66103)  0.9615
C (-3.81697, -4.18030, 6.45785)  -0.2970
C (-4.15694, -1.63677, 4.69138)  -0.3851
C (-4.33117, -1.04672, 6.16888)  -0.1802
H (0.78959, -3.86018, 8.73338)  0.0778
H (0.39238, -2.14888, 8.20172)  0.0889
H (-0.98127, -3.17003, 8.92658)  0.0737
H (-1.12917, -4.51712, 6.88591)  0.0945
H (0.65314, -4.28485, 6.49320)  0.1225
H (-1.29338, 0.05665, 2.83833)  0.1204
H (-0.89848, 1.41994, 4.81443)  0.1058
H (0.01279, 0.99838, 6.35729)  0.1121
H (-1.49072, 0.03404, 5.98586)  0.0901
H (0.46474, -3.20595, 2.79291)  0.1289
H (2.36020, -4.19617, 4.96243)  0.1483
H (2.07495, -2.38977, 4.97735)  0.1445
H (2.87548, -1.31190, 3.18104)  0.1318
H (-1.60366, -5.58306, 5.10419)  0.1028
H (-3.51143, -5.50543, 2.26790)  0.0439
H (-3.93465, -2.91406, 0.88995)  0.0627
H (-3.23149, -5.16957, 6.51707)  0.0352
H (-4.91174, -4.47876, 6.60468)  0.0452
H (-3.44363, -3.44001, 7.23120)  0.0266
H (-5.19998, -1.60223, 4.20753)  0.0802
H (-3.46603, -1.02659, 4.02288)  0.0661
H (-4.36292, 0.10026, 6.06031)  0.0797
H (-5.33032, -1.34060, 6.61688)  0.0777
H (-3.44629, -1.27521, 6.84199)  0.0543
O (4.53361, -0.70192, -1.96575)  0.1024
C (3.44192, -0.68233, -2.50700)  -0.2799
C (3.32767, -0.41187, -3.95976)  -0.0840
C (4.48156, -0.19925, -4.71446)  0.0029
C (4.38599, 0.01590, -6.08448)  -0.0556
C (3.13957, 0.01816, -6.70655)  -0.0562
C (1.98651, -0.17591, -5.95553)  -0.0002
C (2.07768, -0.38529, -4.57835)  -0.0900
C (0.84435, -0.57269, -3.78374)  -0.2883
O (-0.25104, -0.49468, -4.31645)  0.0900
C (0.95720, -0.86234, -2.33688)  -0.0917
C (-0.19815, -1.07626, -1.58457)  0.0045
C (-0.10047, -1.38197, -0.23165)  -0.0517
C (1.15175, -1.47595, 0.37554)  -0.0425
C (2.30379, -1.24897, -0.36950)  0.0199
C (2.20935, -0.93633, -1.72644)  -0.0823
H (5.45546, -0.20537, -4.23670)  0.1204
H (5.28494, 0.17664, -6.67020)  0.1070
H (3.06728, 0.17356, -7.77775)  0.1074
H (1.01850, -0.16777, -6.44546)  0.1206
H (-1.17498, -1.00952, -2.05237)  0.1179
H (-0.99851, -1.55165, 0.34917)  0.0668
H (1.23061, -1.72387, 1.43052)  0.0678
H (3.27479, -1.32031, 0.10876)  0.1161
O (-1.63448, 7.70743, -6.25960)  0.1011
C (-0.70018, 6.93078, -6.35290)  -0.2801
C (-0.55893, 5.80559, -5.40001)  -0.0852
C (-1.51616, 5.62378, -4.40161)  0.0015
C (-1.41282, 4.54780, -3.52789)  -0.0553
C (-0.35553, 3.64881, -3.64792)  -0.0491
C (0.60990, 3.83719, -4.63097)  0.0085
C (0.51361, 4.91937, -5.50511)  -0.0826
C (1.55648, 5.12099, -6.53683)  -0.2794
O (2.52154, 4.37885, -6.59406)  0.1010
C (1.40491, 6.23380, -7.50197)  -0.0841
C (2.36170, 6.41311, -8.50138)  0.0017
C (2.21110, 7.43400, -9.43220)  -0.0588
C (1.10524, 8.27871, -9.36907)  -0.0585
C (0.15735, 8.11176, -8.36594)  0.0019
C (0.30761, 7.09165, -7.42620)  -0.0842
H (-2.34488, 6.31732, -4.30661)  0.1203
H (-2.16075, 4.40566, -2.75492)  0.1069
H (-0.28313, 2.80195, -2.97337)  0.1061
H (1.43395, 3.13610, -4.71601)  0.1176
H (3.22247, 5.75525, -8.55829)  0.1205
H (2.95420, 7.56939, -10.21105)  0.1070
H (0.98360, 9.06948, -10.10188)  0.1070
H (-0.69996, 8.77513, -8.32055)  0.1207